Molecular formula: C22H35IrNO4P2
Method: DFT, ωB97M-V/def2-TZVPD

Last column: Löwdin charge in e.
CARTESIAN COORDINATES (ANGSTROEM)
P 0.161 -2.450 -0.709  0.770
P -0.652 2.957 0.992  0.908
C -0.659 0.563 -0.736  -0.357
C -0.039 1.947 -0.448  -0.313
H -0.646 -0.033 0.192  -0.006
H -1.718 0.677 -1.037  0.054
H 1.043 1.818 -0.276  0.091
H -0.173 2.582 -1.340  0.082
C -2.404 3.253 0.880  -0.127
H -2.786 3.593 1.853  0.085
H -2.931 2.331 0.594  0.076
H -2.605 4.022 0.124  0.084
C 0.303 4.430 1.290  -0.122
H 0.266 5.083 0.406  0.084
H 1.351 4.172 1.502  0.087
H -0.121 4.967 2.152  0.090
C -1.028 -3.765 -1.166  -0.237
H -1.128 -4.492 -0.349  0.066
H -0.698 -4.269 -2.081  0.054
H -2.001 -3.294 -1.356  0.057
C 1.838 -3.169 -0.768  -0.226
H 2.395 -2.842 0.121  0.062
H 2.354 -2.810 -1.665  0.027
H 1.782 -4.265 -0.783  0.071
Ir -0.024 -0.669 -2.393  1.496
C 0.816 0.848 -3.393  -0.340
C -0.633 0.915 -3.547  -0.315
C -1.315 0.452 -4.809  -0.163
C -1.127 -1.059 -5.080  -0.158
C -0.579 -1.830 -3.895  -0.356
C 0.877 -1.911 -3.686  -0.370
C 1.820 -1.181 -4.610  -0.166
C 1.687 0.360 -4.532  -0.157
C -0.115 -2.183 1.079  -0.235
H 1.259 1.600 -2.732  0.101
H -1.148 1.712 -3.001  0.101
H -0.989 1.050 -5.671  0.130
H -2.391 0.648 -4.695  0.123
H -2.104 -1.489 -5.326  0.125
H -0.492 -1.209 -5.963  0.123
H -1.147 -2.727 -3.621  0.093
H 1.250 -2.880 -3.341  0.094
H 1.692 -1.540 -5.642  0.131
H 2.850 -1.448 -4.328  0.123
H 2.690 0.780 -4.380  0.124
H 1.332 0.755 -5.494  0.125
H 0.676 -1.541 1.496  0.048
H -0.119 -3.153 1.597  0.075
H -1.096 -1.715 1.247  0.059
O -0.575 2.059 2.345  -0.148
C 0.477 1.265 2.745  -0.427
O 1.420 1.007 2.008  0.086
C 0.322 0.768 4.128  -0.147
C 1.398 0.052 4.689  0.011
C 1.331 -0.373 6.009  0.022
C 0.191 -0.073 6.784  -0.136
C -0.916 0.579 6.202  0.020
C -0.846 1.006 4.881  0.002
N 0.216 -0.309 8.186  -0.320
O 1.239 -0.833 8.683  0.185
O -0.774 0.027 8.875  0.186
H 2.279 -0.153 4.082  0.129
H 2.156 -0.906 6.472  0.123
H -1.800 0.764 6.807  0.122
H -1.690 1.527 4.431  0.119

* charge: +2
* spin multiplicity: 6
* HOMO (spin up / spin down): -11.970 / -14.565 eV
* relative energy (zero: lowest compared OMol25 entry of this formula, charge and spin): 1.9 kcal/mol
* frontier orbital gap (spin up / spin down): 7.06 / 5.50 eV
* ⟨S²⟩: 8.78